Version 1
23
Properties=species:S:1:pos:R:3 method="wB97M-V/def2-TZVPD" orbital_gap_ev="6.5 / 6.5" lumo_ev="0.85 / 0.85" homo_energy_ev="-5.67 / -5.67"
O 2.006 1.361 0.426
N 2.201 -2.212 -0.549
N 0.269 -1.006 -1.245
C -2.218 -0.560 0.799
C 0.730 1.895 0.127
C -0.794 -0.177 -1.256
C -0.414 1.187 0.873
C -1.412 0.444 -0.045
C 1.026 -1.481 -0.280
H -1.575 -1.359 1.159
H 0.608 1.759 -0.950
H 0.851 -1.236 0.745
H 2.380 -2.286 -1.544
H -2.118 1.191 -0.428
H 0.541 -1.322 -2.172
H 2.169 1.477 1.369
H 0.719 2.973 0.346
H 3.015 -1.809 -0.094
H -0.974 1.912 1.463
H -2.672 -0.064 1.656
H -1.356 -0.163 -2.174
H 0.024 0.479 1.577
H -3.008 -1.003 0.198

=====

Version 2
23
Properties=species:S:1:pos:R:3 method="wB97M-V/def2-TZVPD" orbital_gap_ev=9.6 lumo_ev=0.84 homo_energy_ev=-8.80 smiles="C[C@H](C=O)[C@@H](N)N(C)C"
O -1.180 -0.488 2.357
N -0.217 -0.957 -0.477
N 1.047 1.021 -1.229
C 0.370 1.739 1.545
C -0.700 1.153 0.631
C -0.199 0.543 -0.709
C 0.936 -1.499 0.220
C -1.442 -0.023 1.276
C -0.480 -1.715 -1.687
H 0.735 -2.545 0.453
H -1.414 -1.374 -2.133
H -0.967 0.720 -1.469
H -1.440 1.928 0.403
H 1.081 -0.976 1.160
H 0.968 1.932 -1.659
H 1.855 -1.444 -0.378
H -0.591 -2.768 -1.430
H -0.096 2.048 2.478
H 0.850 2.600 1.082
H 1.788 0.989 -0.540
H 1.135 1.010 1.798
H -2.366 -0.288 0.730
H 0.326 -1.606 -2.423

=====

Version 3
23
Properties=species:S:1:pos:R:3 method="wB97M-V/def2-TZVPD" orbital_gap_ev=10.2 lumo_ev=0.92 homo_energy_ev=-9.29 smiles="C=N[C@@H](N)OC(C)(C)C"
O -0.085 0.154 0.876
N -1.641 -0.295 -0.806
N -2.193 0.728 1.390
C 2.238 0.146 1.134
C -2.700 -0.957 -0.830
C -1.275 0.583 0.295
C 1.115 0.047 0.096
C 1.169 -1.317 -0.602
C 1.261 1.166 -0.937
H 0.514 1.065 -1.720
H 2.094 -0.611 1.899
H -3.123 0.957 1.065
H 2.118 -1.435 -1.118
H 2.217 1.122 1.610
H -2.213 -0.120 1.944
H -2.887 -1.585 -1.690
H 1.065 -2.111 0.134
H -1.167 1.578 -0.178
H 1.158 2.139 -0.462
H 3.204 -0.002 0.661
H 0.357 -1.399 -1.320
H -3.472 -0.959 -0.052
H 2.247 1.104 -1.389

=====

Version 4
23
Properties=species:S:1:pos:R:3 method="wB97M-V/def2-TZVPD" orbital_gap_ev=9.4 lumo_ev=0.23 homo_energy_ev=-9.14 smiles="[H]/N=N/C(=C)C.CCOC"
O 0.186 1.407 -0.925
N 1.112 -1.946 0.157
N 1.114 -2.328 1.353
C -0.643 2.789 0.933
C -1.351 -2.368 0.277
C -0.136 -1.485 -1.729
C -0.603 1.427 0.242
C 1.573 1.404 -0.692
C -0.133 -1.915 -0.463
H 2.051 1.312 -1.664
H -1.267 -3.430 0.512
H -0.243 0.663 0.946
H 0.778 -1.183 -2.207
H -0.955 3.560 0.227
H 1.911 2.332 -0.216
H -1.043 -1.420 -2.306
H -2.249 -2.194 -0.311
H 0.333 3.056 1.333
H -1.608 1.153 -0.090
H -1.351 2.759 1.756
H 2.084 -2.310 1.707
H -1.416 -1.830 1.225
H 1.857 0.547 -0.065

=====

Result of the stability comparison: version 1 is the least stable of them.

=====

Version 1
10
Properties=species:S:1:pos:R:3 method="wB97M-V/def2-TZVPD" orbital_gap_ev=9.4 lumo_ev=0.92 homo_energy_ev=-8.44 smiles="FC1=CONC1"
F -2.285 0.515 0.201
O 0.696 -1.365 -0.007
N 1.309 -0.050 0.311
C -0.687 -1.300 0.068
C 0.381 1.057 0.002
C -1.125 -0.048 -0.025
H -1.347 -2.193 -0.082
H 0.416 1.803 0.847
H 2.104 -0.057 -0.330
H 0.537 1.639 -0.985

=====

Version 2
10
Properties=species:S:1:pos:R:3 method="wB97M-V/def2-TZVPD" orbital_gap_ev=11.9 lumo_ev=0.67 homo_energy_ev=-11.25 smiles=N#C[C@H](F)CO
F -0.754 1.693 -0.144
O 1.928 -0.914 0.043
N -1.845 -1.443 -0.149
C -1.094 -0.607 0.089
C -0.173 0.504 0.372
C 1.300 0.331 -0.182
H 1.115 0.491 -1.254
H 1.828 1.216 0.184
H 1.189 -1.551 -0.024
H -0.053 0.647 1.418

=====

Version 3
10
Properties=species:S:1:pos:R:3 method="wB97M-V/def2-TZVPD" orbital_gap_ev=10.4 lumo_ev=0.59 homo_energy_ev=-9.76 smiles="C=C(F)C(N)=O"
F -0.228 1.532 -0.610
O 0.570 -1.403 0.676
N -0.020 0.508 1.671
C 0.135 -0.389 -1.703
C 0.173 -0.203 0.671
C 0.185 0.305 -0.628
H -0.135 -0.107 2.539
H -0.192 0.067 -2.651
H -0.766 1.226 1.494
H 0.278 -1.537 -1.459

=====

Version 4
10
Properties=species:S:1:pos:R:3 method="wB97M-V/def2-TZVPD" orbital_gap_ev="7.7 / 7.2" lumo_ev="-1.05 / -1.41" homo_energy_ev="-8.76 / -8.65"
F 2.292 -0.466 -0.173
O 0.556 1.367 -0.976
N 1.094 -0.589 -0.792
C -0.898 0.167 0.334
C 0.092 -0.969 0.130
C -0.481 1.305 -0.229
H -0.955 2.252 0.008
H -1.763 0.022 0.948
H 0.507 -1.290 1.095
H -0.445 -1.799 -0.346

=====

Result of the stability comparison: version 4 is the least stable of them.

=====

Version 1
13
Properties=species:S:1:pos:R:3 method="wB97M-V/def2-TZVPD" orbital_gap_ev=10.3 lumo_ev=0.45 homo_energy_ev=-9.90 smiles=OCc1nn[nH]c1S
S -1.514 -1.413 1.531
O 0.070 2.453 -0.680
N 0.335 -1.915 -0.409
N 1.290 -1.406 -1.241
N 1.250 -0.125 -0.923
C 0.075 1.561 0.361
C 0.251 0.140 -0.052
C -0.329 -0.988 0.328
H -0.813 1.774 0.955
H 0.912 1.709 1.084
H 0.790 2.296 -1.298
H 0.223 -2.890 -0.333
H -2.541 -1.197 0.677

=====

Version 2
13
Properties=species:S:1:pos:R:3 method="wB97M-V/def2-TZVPD" orbital_gap_ev=9.6 lumo_ev=0.27 homo_energy_ev=-9.33 smiles="[H]/N=C1/NSCC=NO1"
S 1.186 0.825 1.259
O 0.727 -1.187 -0.876
N 0.711 1.037 -0.395
N 0.817 0.564 -2.695
N -0.766 -1.045 -0.565
C -0.253 -0.082 1.875
C -1.076 -0.769 0.688
C 0.860 0.064 -1.434
H -2.260 -0.854 0.864
H 0.300 2.050 -0.318
H 0.438 -0.035 -3.398
H 0.352 -1.096 2.381
H -1.036 0.528 2.615

=====

Result of the stability comparison: version 2 is the least stable of them.

=====

Version 1
23
Properties=species:S:1:pos:R:3 method="wB97M-V/def2-TZVPD" orbital_gap_ev=7.8 lumo_ev=3.27 charge=-1 homo_energy_ev=-4.57
O -0.168 -1.474 -0.238
O -2.435 -0.206 -0.547
O -2.204 -0.538 -2.741
C 2.517 1.207 1.395
C 0.241 0.710 0.693
C 1.191 1.585 1.235
C 0.652 -0.528 0.255
C 1.987 -0.955 0.456
C 3.474 2.163 2.072
C 2.887 -0.091 1.023
C -2.857 -0.581 -1.693
C -4.292 -1.102 -1.771
H -4.991 -0.272 -1.670
H 2.146 -1.980 0.151
H 3.940 -0.334 1.130
H -4.423 -1.633 -2.711
H 3.899 1.619 2.921
H -1.112 -1.128 -0.354
H 0.911 2.593 1.521
H -0.794 0.995 0.631
H 3.062 3.140 2.281
H -4.438 -1.761 -0.914
H 4.384 2.322 1.473

=====

Version 2
23
Properties=species:S:1:pos:R:3 method="wB97M-V/def2-TZVPD" orbital_gap_ev=7.7 lumo_ev=3.38 charge=-1 homo_energy_ev=-4.29
O 1.806 -1.691 -0.179
O 2.508 -3.724 -0.753
O 0.613 -0.170 1.473
C -0.191 1.930 1.261
C 0.609 -3.457 0.770
C -0.811 2.895 0.501
C -1.444 1.237 -1.246
C -1.509 2.546 -0.674
C -0.627 0.336 -0.538
C -0.126 0.628 0.729
C 1.783 -2.951 -0.095
C -2.657 3.362 -1.250
H -0.390 -3.243 0.194
H 0.331 2.156 2.193
H 0.778 -4.486 1.007
H -0.316 -0.620 -0.916
H -2.942 2.893 -2.310
H -0.777 4.013 0.763
H -2.382 4.367 -1.531
H 0.404 -2.976 1.725
H -1.857 1.082 -2.278
H 1.051 -1.112 0.862
H -3.485 3.460 -0.782

=====

Result of the stability comparison: version 2 is the least stable of them.